23
Properties=species:S:1:pos:R:3:forces:R:3 method="wB97M-V/def2-TZVPD" energy_ev=-94076.79788 gap_ev="6.547 / 5.915" spin_multiplicity=3 homo_energy_ev="-6.158 / -9.708"
H -0.91080 -1.37418 -1.53908 0.4 1.2 1.1
H -0.62338 0.55249 1.99636 -1.2 -0.5 -0.3
Br 6.27553 0.37779 -0.34740 0.3 0.6 0.1
H -1.85666 -0.56127 -0.39817 -4.2 2.0 0.7
H -1.03132 -2.05719 0.00152 -0.3 1.0 0.3
H 2.26290 -0.30787 -2.42925 1.6 0.5 -0.4
C 0.11940 -0.20972 0.07609 2.7 2.2 -0.2
H 0.92529 0.35112 2.13336 1.3 -0.3 -0.5
H 0.01285 -1.18555 1.96200 -0.1 1.0 0.4
H -0.78506 1.79581 0.19042 -1.9 0.5 1.5
F 4.97390 2.78701 0.00519 -0.2 -0.7 0.4
H -0.69075 1.04680 -1.42198 0.9 1.1 1.2
C 2.64028 0.23392 -0.06798 -1.1 -1.2 -1.1
C 3.67679 0.81265 0.09919 -0.8 0.7 0.3
C 4.83956 1.51818 0.43690 1.8 -0.5 1.2
F 5.02454 1.47942 1.81573 -0.1 0.6 -1.4
C -0.16510 1.23200 -0.41599 0.4 -1.1 -3.5
H 0.65110 1.94551 -0.53534 0.6 -0.6 -0.3
C 0.11781 -0.13106 1.60680 0.1 -1.7 0.3
C -0.99033 -1.02708 -0.45125 3.3 -5.4 -1.9
I 2.07412 -2.77184 0.13040 0.7 -3.1 0.9
C 1.62088 -0.64667 -0.57443 -2.5 4.9 0.1
O 1.50385 -0.60176 -1.97424 -1.9 -1.0 1.0